# 1
Below is a structure of composition C51H66AsClIInN5S2, with properties calculated with wB97M-V/def2-TZVPD.

The geometry in XYZ format:
```
128
Properties=species:S:1:pos:R:3
H -4.97248 2.00210 -2.89345
H -1.05718 -1.27400 -1.92029
H 1.64035 -1.53122 6.06638
C 1.76548 3.30904 -2.69444
C 2.42621 0.41258 3.31883
H -2.00381 -4.63094 0.46894
C -3.68466 -1.24880 0.88269
Cl 0.44835 -3.30567 -0.63827
C -2.50554 1.65433 -3.43941
C 4.04601 -0.95393 -0.53426
C -3.05012 -3.08223 5.47584
H -3.74524 0.06443 4.09710
C 5.92098 0.64202 -0.40526
H 3.69972 4.01481 -3.24260
H -0.35049 5.88624 -5.03813
H 6.54620 -0.23030 -0.56485
H -2.95193 -1.30587 0.07642
C 0.28328 -0.91461 3.71433
C 3.50478 4.06212 0.37554
H 0.34573 1.63911 4.58993
H -2.16942 -5.50457 4.33971
H -4.54323 -0.69100 0.49713
H -3.58995 2.36933 -6.43760
C -0.78416 4.24526 -2.12606
C -0.35998 -1.99319 4.22650
H 2.80862 -0.32155 2.60901
C 6.52329 1.86802 -0.18636
C -1.63497 1.96146 -5.49697
H -5.41413 1.09254 -4.35003
C 1.05231 4.08712 -3.60805
H -0.84989 2.23393 0.43668
H 1.54044 4.35576 -4.54121
C 4.53480 0.46431 -0.40176
C 0.90286 0.92745 5.20325
H -1.62050 -6.85438 -0.55621
H -5.36619 2.87293 -4.40054
C 1.81651 0.16028 -2.96933
H 3.00226 4.45087 -0.51224
H 6.13681 3.92055 0.29294
H 3.28301 0.84875 3.84016
H -4.58887 -1.36785 3.51804
C 1.15038 2.91839 -1.48950
C -2.32115 -4.83220 -0.54573
H 0.58199 -1.11681 -5.86034
H 3.10938 -0.63680 5.67753
H 8.33875 2.83507 -0.83010
H 2.62989 -2.03035 4.69188
H -3.72370 1.35664 1.26823
H -3.37682 -5.30443 -4.16756
H -4.47413 -3.06731 3.15282
H -4.99675 0.20907 2.85200
I -4.12692 -2.37832 -3.43637
N -2.89419 -3.82154 -1.19859
H -1.17618 -1.84775 -4.25885
C 1.72225 -0.13022 -4.32431
H -2.31923 -7.20616 -2.93957
C 0.84497 -0.23774 -2.04565
H 3.42215 -1.12257 -1.40686
C -2.97067 2.13068 -5.59219
C -0.32121 -1.28100 -3.90905
C -0.25067 -0.95542 -2.56695
C -2.49568 -3.37181 4.07336
C 1.47368 -0.21367 4.33782
H -3.77121 -2.26341 5.45841
N 0.95853 0.06000 -0.68472
H 8.39282 2.22937 0.82116
C 4.31560 2.82798 0.07227
H 2.72550 3.86296 1.11697
H -2.07645 0.92110 0.86341
H 2.51014 0.19957 -4.99284
C 5.69760 2.95125 0.07628
C -1.65219 -2.18303 3.60248
H -0.50795 0.63105 2.35537
C 0.65444 -0.86572 -4.80912
C -0.11701 3.46351 -1.19160
H -0.46862 1.44102 -3.77825
H -1.56629 4.60823 -5.04426
H -3.54690 -3.96946 5.87979
C -0.23339 4.53328 -3.36344
C -1.83357 -1.16623 2.68579
C -2.48432 -6.25715 -2.44493
H 3.24332 2.51657 -4.04382
H -2.45118 1.51544 2.49009
H 0.02609 -2.62048 5.01432
C -3.24714 -4.01979 -2.44276
H -4.00672 -2.26277 1.09788
H 0.22762 0.53166 5.96394
H 3.77583 2.50111 -2.36289
C -1.57224 -4.60577 4.16512
H 4.90190 -1.62619 -0.59865
C 2.25685 -1.16535 5.24303
S 2.62788 -4.64466 3.37583
H 1.71258 1.46933 5.70124
H 2.68349 0.68507 -2.60596
C -3.10978 -0.53523 2.10666
C -4.90134 1.98163 -3.97919
N -1.36535 1.68511 -4.17795
H 1.93652 1.21280 2.76298
C -1.00979 5.29556 -4.40072
C -0.53380 -0.42340 2.60948
As 1.72979 1.62670 -0.08077
C -0.79164 3.27779 0.14236
C 3.20104 3.05327 -3.09405
C 3.71165 1.58877 -0.22115
H -1.73275 5.96798 -3.93775
C -3.07189 -5.21039 -3.13583
In 0.40748 -1.37014 0.81778
H -1.77443 4.61479 -1.88234
H -0.85252 -4.52413 4.97760
C -3.64985 -3.77673 3.15716
H 8.50457 1.10306 -0.53012
C 8.02022 2.01554 -0.18306
N 2.07917 -2.36894 1.84416
H -2.24327 -2.80500 6.15648
H 3.47358 -1.26073 0.33878
H 4.15048 4.84654 0.77058
H -4.05278 -4.73461 3.49664
H -3.31654 -3.90203 2.12900
C -2.81377 0.90150 1.66317
H -1.80946 3.66455 0.10108
H -0.99612 -4.74442 3.24774
S -2.58567 1.33186 -1.80531
C -4.17164 -0.41211 3.21186
H -0.24482 3.80589 0.92853
H -0.86351 2.01656 -6.24244
C 2.29121 -3.33213 2.47984
N -3.49917 1.95138 -4.32212
C -2.10225 -6.07082 -1.12336
```

Summary:
Largest force on an atom in eV Å⁻¹: 0.6
Charge: -1
LUMO in eV: 2.0
Frontier orbital gap in eV: 6.9


# 2
Below is a structure of composition C51H66ClCrN6O2PSi at a distorted geometry, with properties calculated with wB97M-V/def2-TZVPD.

The geometry in XYZ format:
```
129
Properties=species:S:1:pos:R:3
Cr 0.45791 -1.10323 0.65100
C -3.84094 -1.04839 0.34352
H 3.02841 -2.09631 -3.24246
C 2.07760 2.78671 -5.16403
H 2.31476 4.66825 -4.20076
H 2.15914 -4.89566 -0.48173
H 4.78708 0.73058 -5.20799
H -0.94705 3.99941 -0.87216
H -0.73626 -5.45118 -2.20272
C 2.17767 -1.13676 3.46887
C 4.08236 -0.63886 4.86265
H 2.41819 -2.67629 0.91812
H -2.05864 -1.99904 0.65881
H -1.19515 4.88574 -4.05337
N 0.89594 0.88522 0.49552
H 0.23163 7.76446 -3.60334
H 0.79850 6.35878 -4.48465
C -1.12624 1.66704 5.62290
H -2.32720 -1.48270 3.36818
H -1.41301 1.82089 2.63932
C 0.73318 6.80213 -3.49439
C 4.36864 -0.96382 2.50026
H -2.25807 0.24024 -4.32877
Si -0.25129 -4.37370 -0.03354
H -4.10768 0.95631 1.07261
C -0.82434 -0.99144 -3.32141
H 4.49715 -0.42180 5.83839
H -2.33033 -4.60007 1.37613
H 0.76250 4.44376 -5.00869
H 1.52367 -5.88377 4.44124
C 2.44400 -1.58498 1.00529
H -0.18294 -2.04315 5.87000
C 0.06136 1.74981 -0.07757
C 3.16759 0.67002 -6.60887
H -1.01424 -0.87482 7.84523
H -0.80712 7.77958 -1.66172
C -4.59109 0.08200 0.64762
C -1.63801 -5.28019 0.87328
C -5.96027 0.08464 0.42767
H -1.64548 1.52078 7.69603
H 0.31051 1.40359 2.60292
N -2.42997 -1.05790 0.54066
H 3.09771 -1.20842 0.21479
C -0.44556 -0.99750 5.78809
C 0.96963 -3.90574 3.82803
C 1.51416 3.95249 -4.39275
H -3.13842 -2.89536 2.66976
H 0.83027 -1.55425 -4.65628
H -0.07711 3.07781 -3.20123
C -0.91979 -0.34000 6.90913
H -1.90360 -1.29618 -5.11797
C 3.28394 2.20746 -4.78116
H 3.21311 -0.90993 -1.94444
C -0.06308 -2.99349 3.61610
H 2.09129 -0.82133 5.59883
C 1.38470 -5.28615 0.18467
H -6.31802 -3.03936 -0.81632
C -2.04797 -0.81632 -4.15270
C -0.39297 6.83836 -1.29999
C 0.11841 4.16232 -0.72470
C -2.59311 -2.52242 3.54117
H -1.52553 -3.87290 -2.16863
O -0.15579 -2.86617 0.55833
H -2.17633 -0.50355 1.35065
C 2.05778 1.58699 0.61815
P 0.38797 -1.28345 3.13109
H -1.21747 -5.93071 1.64364
H -1.93442 6.36966 -3.45964
C -0.63588 1.02460 4.48829
C 0.46250 -1.33742 -3.66730
H -2.21508 -5.90655 0.18707
H 0.27005 4.90657 0.05141
C -1.36912 5.48622 -3.15884
H -1.13944 6.39857 -0.63512
H -0.97239 1.57651 -0.33367
C 2.62131 -1.75888 -2.29275
H 1.25160 -6.34569 -0.05234
H 5.02088 -1.01849 1.63493
H -2.00369 4.91399 -2.47627
H -3.88058 -3.04715 -0.43168
H 2.71027 -2.56466 -1.56208
C 1.18999 -1.38032 -2.46844
N -0.82279 -0.82016 -1.98634
C -0.30169 -0.33310 4.56515
H 3.81930 2.59986 -3.92179
H 1.47490 0.86047 -7.90392
H 1.74012 6.98516 -3.12400
H -3.28785 -2.54583 4.38207
H -1.38986 2.71680 5.55901
C -4.46949 -2.16605 -0.19502
Cl 3.82753 -0.67456 -7.48529
C -1.63105 -4.68513 4.28561
H -7.66020 -1.03072 -0.26219
N 0.39977 -1.06401 -1.44766
C 1.97239 1.23592 -7.01911
H -0.81797 -6.57265 4.88323
H -1.61699 -0.75068 -1.35095
H 1.74877 -5.21595 1.21070
C 3.00367 -1.21026 2.34155
H -0.23107 2.85510 3.44138
H 2.55364 4.51312 -1.18882
C 1.43604 2.29024 -6.29317
C -0.59829 -5.57819 4.51628
C 0.89976 3.54800 -3.04393
C 0.70901 -5.19121 4.27114
H -2.65679 -4.98364 4.47314
C -6.59052 -1.03263 -0.10081
H 0.21255 -3.99039 -2.46108
C -0.06060 5.93346 -2.50206
N 1.95183 2.82099 0.19768
H 5.96525 -0.48168 3.84209
C -1.39350 -3.39637 3.81514
H 0.51015 7.06855 -0.73171
C -1.27071 0.99902 6.82501
C 0.78210 4.69955 -2.02300
H -2.91715 -1.26061 -3.66447
C 3.83524 1.15721 -5.49641
C -0.61559 -4.41063 -1.88651
O 2.07385 5.18255 -1.69366
C 2.72342 -0.86514 4.72328
H 1.99399 -3.58743 3.67499
H 2.95496 1.19236 1.06956
C -5.83941 -2.15723 -0.41099
H 0.50931 2.74252 -6.62913
H -6.53971 0.96483 0.67587
C -0.48173 1.81782 3.21719
N 0.67481 2.91333 -0.22851
H 1.55339 2.78784 -2.60199
C 4.90448 -0.67548 3.74446
```

Summary:
Largest force on an atom in eV Å⁻¹: 2.5
Multiplicity: 2
Charge: +1
LUMO (spin up / spin down) in eV: -2.9 / -2.4
Relative energy (zero: lowest compared OMol25 entry of this formula, charge and spin) in kJ/mol: 0.0
Frontier orbital gap (spin up / spin down) in eV: 7.9 / 8.4


# 3
Below is a structure of composition C51H67BN10O2PbS3, with properties calculated with wB97M-V/def2-TZVPD.

The geometry in XYZ format:
```
135
Properties=species:S:1:pos:R:3
S 1.71212 1.15668 0.79391
C 4.38524 1.21344 -3.41621
H -5.29893 -1.56424 -2.28724
H -1.35036 1.65211 -4.90734
C 5.59728 -4.62186 -2.49223
S -0.16099 -2.05330 0.45641
C 4.74988 -4.63639 -1.20270
N -1.98579 0.27829 -3.54371
H -4.47184 -0.20302 -3.09340
N -0.59102 0.48023 3.46037
H -1.56332 1.58686 7.10581
H -2.32864 -7.54942 -4.91640
B -1.29775 0.73795 1.32465
H 1.70127 -6.53519 -2.82364
H 8.25776 2.61150 -3.81941
H 0.35952 -4.06661 2.25465
H -2.42761 -6.36351 -6.21146
H 0.24387 5.76576 1.12244
H 2.08900 -3.90078 -1.63064
C -0.10713 0.65816 5.80860
C 0.32250 -1.48261 4.38709
C -4.10613 0.28088 1.41592
H -0.49529 1.95062 -2.02356
C -2.31999 5.41758 1.93924
C -0.12492 -0.13645 4.50670
Pb 1.39156 -0.02091 -1.64971
C -6.19462 0.23387 2.79306
N -0.75406 2.15526 1.19500
H -1.67100 6.71590 0.28741
C 3.49725 -5.50921 -1.24082
C 5.56238 -0.89999 -3.15904
C -2.77842 -0.24723 -0.97280
H 8.91521 1.05648 -4.32491
H 2.98450 4.10350 1.30316
H 7.96689 2.02457 -5.45103
C 6.79645 1.03965 -3.93701
H 1.59277 -0.40099 6.68588
H -3.70229 -6.44267 -5.00124
C -4.80905 -0.11177 0.26272
H 3.20614 -5.74013 -0.21597
H -5.87847 -0.25788 0.33565
C -2.62828 -6.52943 -5.15116
H -2.42373 6.96244 3.43725
C -1.68668 6.24937 3.06909
H 0.17181 2.57033 4.80237
C -0.23749 -3.62034 -2.83649
N 2.02283 1.84927 -3.05257
H 1.02590 3.09304 -4.43349
C -3.63269 4.82545 2.43103
N -2.17298 0.17139 0.10889
C -0.57297 -5.85251 -3.80912
H 3.34621 2.94479 -4.14489
C 0.92611 3.78906 0.82887
C -1.55509 0.98406 6.19761
C 0.21381 -4.99361 -3.08927
H 0.01031 -1.03336 7.19179
H -3.36521 -4.04570 -4.36415
C 0.54041 2.41928 0.91494
O 3.35647 -0.70761 -2.40750
C 4.37739 -0.12880 -2.96202
H -4.32083 5.63700 2.66595
C -1.64263 -3.30829 -3.24572
N -1.69171 3.08444 1.51302
C -1.32925 4.34010 1.53469
H -2.97322 -0.70582 3.69565
C -2.58928 6.31316 0.71854
C 6.75705 -0.29272 -3.59757
H 4.46388 -3.61548 -0.93584
H 0.60117 0.49122 7.82892
H -4.23770 -1.78643 3.06022
C 2.31839 4.18076 0.44125
C -4.04990 -0.83733 3.56664
C 0.96347 2.82450 -3.37567
H 0.65054 -4.08318 4.00621
H -6.52928 -0.74370 2.44051
C -0.17669 -1.43132 2.04278
N 2.33100 -4.86284 -1.88204
C 0.56466 -0.12879 6.93396
H 3.67262 -6.45624 -1.75162
H -6.56156 0.34960 3.81167
C -2.29892 -2.17229 -2.95615
C 5.58430 1.74418 -3.88317
C -5.01104 -0.51325 -2.19993
C -0.91053 1.18319 -4.02977
H -4.52635 1.61098 4.54241
H -0.04297 0.61606 -4.39181
H -4.09582 4.19699 1.66903
H -5.93510 0.05853 -2.13137
H 0.67724 -1.99874 5.26831
H -3.20508 7.15918 1.02227
H 1.13634 3.73686 -2.80064
H 1.90660 -3.52307 2.90635
N -0.60970 -0.17951 2.28205
O 0.51246 -2.78157 -2.34852
C -4.25574 1.66635 3.48798
C -2.37082 -4.30877 -4.02079
H 7.15708 -3.16143 -2.77720
H 2.71785 3.51943 -0.32636
C 1.46643 -5.49705 -2.60135
H -3.48469 4.23627 3.33618
H 2.33688 5.21062 0.09029
H 4.29827 -2.54610 -2.86762
H -3.12544 5.76635 -0.05956
C 0.82815 -3.53869 3.08047
C 0.31517 -2.13637 3.19282
H 5.35760 -5.00397 -0.37671
H -1.38455 5.61820 3.90755
H -1.12663 3.14248 -3.12732
H -2.12672 0.07447 6.39615
H 5.58281 2.77085 -4.23876
C -4.19485 -0.29191 -0.96209
H -0.19383 -6.85110 -4.01098
H 0.71211 2.53800 6.48869
N -2.81700 0.52997 1.20215
C -4.67104 0.35970 2.80987
C 3.19305 2.05176 -3.53041
S -1.62486 -0.64348 -2.33397
H -3.18208 1.84638 3.41738
H -6.66152 1.01456 2.18925
C -1.87656 -5.52698 -4.31915
H 7.65395 -0.89148 -3.71883
H -0.82190 6.82386 2.73567
N 6.15142 -3.28178 -2.76655
C -0.01318 4.71480 1.15539
C 5.34733 -2.27717 -2.93349
H 5.01008 -4.92991 -3.35875
H -4.50677 -0.88866 4.55459
H 6.43580 -5.30806 -2.41097
H -2.05152 1.54780 5.40592
C -0.44068 2.29633 -3.06897
H -4.78068 2.51347 3.04978
H -3.29439 -2.02825 -3.35684
C 0.66523 1.96321 5.56411
H 1.68883 1.76079 5.24076
C 8.05510 1.71708 -4.40831
```

Summary:
Largest force on an atom in eV Å⁻¹: 0.6
Charge: +4
LUMO in eV: -11.1
Relative energy (zero: lowest compared OMol25 entry of this formula, charge and spin) in kJ/mol: 395.2
Frontier orbital gap in eV: 5.6